(1)
# C16H40O20S4

C16H40O20S4 as an isolated structure at a distorted geometry (ωB97M-V/def2-TZVPD, the OMol25 dataset).

```
80
Properties=species:S:1:pos:R:3:lowdin_charge:R:1
C -12.278 -5.254 -16.787 -0.06
C -12.750 -6.696 -16.426 -0.24
O -13.081 -6.764 -14.978 -0.13
H -13.037 -4.503 -16.837 0.07
H -11.778 -5.330 -17.708 0.05
H -11.540 -4.966 -16.011 0.06
H -11.989 -7.442 -16.730 0.12
H -13.644 -6.817 -16.971 0.07
H -14.015 -7.018 -14.889 0.05
C -19.574 -6.570 -15.219 -0.08
C -18.471 -5.568 -14.785 -0.27
O -17.197 -6.095 -14.359 -0.11
H -19.387 -6.900 -16.307 0.10
H -20.441 -5.929 -15.214 0.05
H -19.734 -7.422 -14.534 0.08
H -18.906 -4.919 -14.058 0.09
H -18.159 -4.934 -15.599 0.11
H -17.287 -6.446 -13.461 0.06
C -15.237 -5.215 -10.022 -0.07
C -16.276 -4.935 -11.154 -0.27
O -17.184 -6.008 -11.498 -0.09
H -14.507 -5.977 -10.384 0.08
H -15.665 -5.562 -9.054 0.08
H -14.809 -4.258 -9.798 0.06
H -15.732 -4.697 -12.030 0.10
H -16.800 -4.065 -10.870 0.09
H -17.413 -6.436 -10.670 0.09
C -16.446 -8.850 -18.004 -0.07
C -16.239 -8.633 -16.500 -0.31
O -15.619 -7.376 -16.233 -0.11
H -16.643 -9.904 -18.293 0.08
H -15.589 -8.474 -18.560 0.07
H -17.305 -8.344 -18.324 0.04
H -15.751 -9.504 -16.081 0.07
H -17.164 -8.707 -15.930 0.11
H -16.156 -7.022 -15.486 0.05
C -11.605 -0.232 -11.077 -0.17
C -12.173 -0.840 -12.389 -0.16
O -11.755 -2.186 -12.437 -0.18
S -10.441 -2.321 -11.575 0.58
O -9.349 -1.727 -12.275 -0.21
O -10.291 -3.639 -11.086 -0.21
O -10.929 -1.300 -10.469 -0.18
H -12.344 0.109 -10.364 0.13
H -10.975 0.655 -11.340 0.14
H -11.717 -0.307 -13.239 0.14
H -13.262 -0.907 -12.455 0.14
C -8.441 -6.523 -14.909 -0.12
C -9.620 -5.809 -14.146 -0.11
O -9.503 -4.383 -14.485 -0.22
S -7.959 -4.024 -14.968 0.64
O -7.103 -3.742 -13.853 -0.24
O -8.144 -3.141 -16.075 -0.22
O -7.618 -5.496 -15.452 -0.19
H -8.786 -7.092 -15.731 0.12
H -7.915 -7.125 -14.195 0.09
H -9.515 -6.027 -13.113 0.10
H -10.590 -6.159 -14.510 0.10
C -7.372 -5.933 -10.181 -0.11
C -6.171 -6.252 -11.082 -0.11
O -6.593 -7.277 -12.030 -0.18
S -7.658 -8.175 -11.258 0.64
O -7.132 -9.149 -10.321 -0.23
O -8.575 -8.691 -12.274 -0.26
O -8.291 -7.020 -10.403 -0.18
H -7.811 -4.984 -10.389 0.12
H -7.115 -5.918 -9.176 0.11
H -5.372 -6.667 -10.504 0.12
H -5.818 -5.384 -11.605 0.13
C -11.645 -9.076 -13.166 -0.19
C -12.673 -8.671 -12.080 -0.15
O -13.960 -9.145 -12.534 -0.20
S -13.735 -10.289 -13.657 0.69
O -14.220 -9.697 -14.879 -0.25
O -14.168 -11.601 -13.233 -0.23
O -12.101 -10.318 -13.649 -0.17
H -10.653 -9.167 -12.687 0.10
H -11.581 -8.303 -13.971 0.11
H -12.748 -7.607 -11.889 0.12
H -12.450 -9.148 -11.084 0.14
```

Output
E_tot	-3731.00335	Eh
HOMO	-9.42	eV
orbital gap	9.539	eV

***

(2)
# C13H20Cl2O9

A 4-piece molecular cluster, C13H20Cl2O9 overall at a distorted geometry (ωB97M-V/def2-TZVPD, the OMol25 dataset).

```
44
Properties=species:S:1:pos:R:3:lowdin_charge:R:1
C -13.537 -20.731 -11.616 0.00
C -12.439 -20.590 -10.405 -0.25
C -12.539 -19.271 -9.608 -0.12
O -12.183 -19.683 -8.311 0.05
C -12.331 -21.062 -8.182 -0.48
O -12.305 -21.742 -7.148 0.12
O -12.571 -21.602 -9.394 0.07
H -13.452 -19.789 -12.157 0.07
H -14.580 -20.949 -11.386 0.07
H -13.282 -21.555 -12.281 0.07
H -11.449 -20.711 -10.846 0.14
H -13.512 -18.795 -9.730 0.13
H -11.802 -18.525 -9.907 0.13
C -9.676 -12.852 -5.705 -0.01
C -10.095 -12.960 -4.202 -0.34
C -9.357 -12.178 -3.207 -0.08
O -10.427 -11.456 -2.516 0.07
C -11.620 -11.605 -3.155 -0.56
O -12.673 -11.114 -2.870 0.16
O -11.436 -12.493 -4.128 0.09
H -8.716 -13.291 -5.975 0.08
H -9.561 -11.804 -5.980 0.08
H -10.449 -13.386 -6.258 0.08
H -10.048 -14.027 -3.983 0.15
H -8.623 -11.584 -3.752 0.13
H -8.787 -12.877 -2.596 0.14
C -19.455 -10.851 -4.636 -0.05
C -19.438 -12.208 -5.406 -0.29
C -18.685 -11.986 -6.756 -0.06
O -17.966 -13.259 -6.799 0.06
C -17.860 -13.757 -5.555 -0.48
O -17.190 -14.765 -5.285 0.11
O -18.583 -13.033 -4.586 0.06
H -18.494 -10.386 -4.415 0.08
H -19.783 -10.933 -3.600 0.08
H -20.103 -10.048 -4.989 0.08
H -20.469 -12.560 -5.403 0.15
H -18.172 -11.054 -6.992 0.14
H -19.577 -12.005 -7.382 0.12
Cl -14.182 -18.784 -0.141 0.54
C -13.031 -17.984 -1.095 -1.10
Cl -11.694 -17.472 -0.056 0.49
H -12.736 -18.834 -1.710 0.02
H -13.520 -17.238 -1.722 0.04
```

Output
E_tot	-2104.84811	Eh
HOMO	-10.58	eV
SMILES string	C[C@H]1COC(=O)O1.C[C@H]1COC(=O)O1.C[C@H]1COC(=O)O1.ClCCl
orbital gap	11.005	eV

***

(3)
# C3H2BeO3

C3H2BeO3 as an isolated structure at a distorted geometry (ωB97M-V/def2-TZVPD, the OMol25 dataset).

```
9
Properties=species:S:1:pos:R:3:lowdin_charge:R:1
O 0.104 -0.254 -0.144 -0.14
C 0.189 -0.165 1.296 -0.08
C -1.022 -0.133 1.865 -0.10
O -2.164 -0.105 1.306 -0.02
Be -1.483 -0.251 -0.483 0.96
H 1.187 -0.202 1.716 0.13
C 1.163 0.128 -0.858 -0.02
O 0.662 0.451 -2.019 0.12
H 1.363 0.532 -2.678 0.15
```

Output
E_tot	-355.50995	Eh
HOMO (alpha / beta)	-13.94 / -13.84	eV
total charge	+1
multiplicity	2
relative energy (zero: lowest compared OMol25 entry of this formula, charge and spin)	111.13	kcal per mole
orbital gap (alpha / beta)	6.647 / 6.079	eV

***

(4)
# C47H59ClN10O3P

A 8-piece molecular cluster, C47H59ClN10O3P overall at a distorted geometry (ωB97M-V/def2-TZVPD, the OMol25 dataset).

```
121
Properties=species:S:1:pos:R:3:lowdin_charge:R:1
C 1.298 -1.289 0.954 -0.07
C 0.484 -1.842 -0.241 -0.12
C 1.199 -1.622 -1.534 -0.52
O 1.181 -2.389 -2.413 0.18
O 1.870 -0.442 -1.564 -0.03
C 2.105 0.068 -2.865 -0.13
C 2.344 1.587 -2.769 -0.10
N 1.839 2.133 -1.484 -0.07
P 3.022 2.401 -0.200 0.80
O 2.620 1.619 0.960 -0.39
C 0.586 2.363 -1.290 -0.38
N 0.191 2.973 -0.155 0.09
C -1.097 2.476 0.416 -0.09
C -1.997 1.742 -0.576 -0.28
C -3.040 0.910 0.205 -0.14
C -3.539 -0.337 -0.526 -0.27
C -4.873 -0.833 0.017 -0.58
Cl -6.221 -0.405 -1.075 0.57
C -1.188 0.962 -1.601 -0.10
N -0.291 1.966 -2.302 0.12
H 0.944 -1.771 1.856 0.08
H 1.166 -0.219 1.059 0.04
H 2.348 -1.508 0.819 0.09
H -0.473 -1.332 -0.214 0.09
H 0.393 -2.904 -0.079 0.11
H 3.004 -0.380 -3.279 0.14
H 1.299 -0.163 -3.555 0.12
H 3.414 1.742 -2.830 0.10
H 1.911 2.094 -3.619 0.13
H 3.115 3.782 0.057 0.05
H 4.242 1.900 -0.692 0.06
H 0.242 3.984 -0.223 0.16
H -1.642 3.345 0.760 0.14
H -0.885 1.873 1.294 0.12
H -2.562 2.505 -1.116 0.15
H -2.659 0.649 1.188 0.12
H -3.912 1.536 0.381 0.12
H -2.793 -1.122 -0.400 0.10
H -3.665 -0.175 -1.590 0.08
H -5.056 -0.455 1.014 0.08
H -4.885 -1.909 0.104 0.06
H -1.784 0.410 -2.318 0.10
H -0.507 0.319 -1.050 0.10
H -0.906 2.776 -2.417 0.15
N 5.374 4.717 4.501 0.06
C 4.253 4.206 3.996 -0.13
C 4.219 3.109 3.146 -0.10
C 5.420 2.510 2.801 -0.08
C 6.598 3.027 3.316 -0.06
C 6.519 4.126 4.159 -0.16
H 3.337 4.708 4.292 0.11
H 3.280 2.735 2.770 0.04
H 5.436 1.650 2.141 0.10
H 7.556 2.589 3.072 0.11
H 7.414 4.562 4.587 0.11
N 0.137 1.333 5.519 0.06
C 0.978 1.509 4.502 -0.16
C 2.071 0.695 4.255 -0.08
C 2.309 -0.364 5.116 -0.07
C 1.447 -0.563 6.182 -0.07
C 0.380 0.311 6.337 -0.15
H 0.756 2.352 3.854 0.10
H 2.718 0.886 3.408 0.07
H 3.152 -1.024 4.959 0.11
H 1.597 -1.376 6.879 0.10
H -0.321 0.191 7.155 0.11
N -3.500 -4.907 1.251 0.05
C -2.664 -4.727 0.231 -0.16
C -1.581 -5.548 -0.036 -0.08
C -1.348 -6.623 0.806 -0.07
C -2.205 -6.830 1.874 -0.06
C -3.260 -5.948 2.052 -0.15
H -2.884 -3.871 -0.400 0.09
H -0.936 -5.350 -0.882 0.10
H -0.512 -7.288 0.633 0.11
H -2.059 -7.655 2.557 0.11
H -3.954 -6.072 2.875 0.09
N -2.309 0.084 -4.704 0.04
C -1.311 0.413 -5.527 -0.17
C -0.834 -0.415 -6.530 -0.07
C -1.422 -1.660 -6.688 -0.06
C -2.457 -2.023 -5.845 -0.05
C -2.862 -1.118 -4.876 -0.14
H -0.878 1.396 -5.366 0.09
H -0.024 -0.093 -7.170 0.10
H -1.080 -2.339 -7.459 0.11
H -2.941 -2.986 -5.939 0.10
H -3.673 -1.360 -4.196 0.10
N -3.280 -4.938 -8.229 0.04
C -4.609 -4.962 -8.128 -0.16
C -5.467 -4.886 -9.214 -0.07
C -4.914 -4.775 -10.479 -0.08
C -3.536 -4.747 -10.606 -0.07
C -2.769 -4.832 -9.455 -0.16
H -4.999 -5.048 -7.119 0.10
H -6.538 -4.914 -9.071 0.10
H -5.549 -4.713 -11.354 0.11
H -3.065 -4.661 -11.576 0.10
H -1.685 -4.818 -9.509 0.10
N -5.930 -2.741 6.202 0.06
C -4.800 -2.049 6.079 -0.16
C -3.900 -2.223 5.038 -0.08
C -4.190 -3.174 4.072 -0.09
C -5.361 -3.903 4.183 -0.08
C -6.193 -3.648 5.263 -0.15
H -4.612 -1.319 6.860 0.10
H -2.996 -1.629 4.988 0.09
H -3.516 -3.342 3.242 0.08
H -5.626 -4.652 3.448 0.09
H -7.123 -4.193 5.389 0.10
N 7.846 9.819 4.230 0.05
C 6.944 8.965 4.710 -0.15
C 6.713 7.704 4.178 -0.08
C 7.461 7.313 3.080 -0.09
C 8.404 8.188 2.565 -0.08
C 8.557 9.423 3.176 -0.16
H 6.380 9.317 5.567 0.10
H 5.968 7.050 4.610 0.07
H 7.312 6.338 2.631 0.09
H 9.009 7.921 1.709 0.10
H 9.285 10.139 2.809 0.10
```

Output
E_tot	-3400.89554	Eh
HOMO	-10.87	eV
total charge	+1
orbital gap	6.908	eV

***

(5)
# C2H6N2O4

One molecule with the formula C2H6N2O4 at a distorted geometry (ωB97M-V/def2-TZVPD, the OMol25 dataset).

```
14
Properties=species:S:1:pos:R:3:lowdin_charge:R:1
C -1.346 -0.535 -1.255 0.01
C -0.030 0.279 -0.670 -0.38
O 1.157 0.005 -1.363 0.03
N 0.036 -0.103 0.706 -0.04
O 0.791 -1.214 1.110 0.00
N 0.717 1.164 1.487 -0.38
O 0.235 2.214 1.254 0.11
O 1.497 0.813 2.269 0.13
H -1.449 -1.663 -1.083 0.10
H -2.040 -0.106 -0.648 0.02
H -1.455 -0.254 -2.289 0.06
H -0.211 1.391 -0.647 0.15
H 1.688 -0.550 -0.874 0.04
H 0.411 -1.440 2.005 0.15
```

Output
E_tot	-490.06518	Eh
HOMO	-10.16	eV
SMILES string	C[C@H](O)N(O)[N+](=O)[O-]
relative energy (zero: lowest compared OMol25 entry of this formula, charge and spin)	172.01	kcal per mole
orbital gap	10.638	eV